A cluster of 2 separate species, C9H14 in total, computed with wB97M-V/def2-TZVPD.

The geometry in XYZ format:
```
23
Properties=species:S:1:pos:R:3:forces:R:3
C -0.5722 0.8688 -1.9559 1.3223 -0.1223 -0.1299
C -0.9619 -0.5735 0.3703 -0.0285 0.5936 0.0014
C -1.5057 1.3003 -1.0300 -0.9444 -0.3848 -0.0975
C -1.7913 0.5075 0.0748 0.5381 -0.6120 0.3667
C 0.0265 -0.9692 -0.5194 -0.2914 -0.5469 -0.2965
C -0.2001 1.7215 -3.1580 -0.2796 -0.3829 0.5437
C 1.3519 -1.3238 2.7972 -0.2317 -1.1472 1.1656
C 2.4656 -0.9319 3.7796 -0.3812 0.3227 -0.6275
C 0.1415 -0.3262 -1.7386 -0.4084 1.2202 0.0080
H -2.6130 0.6329 0.7725 0.0409 0.7009 -0.2156
H 3.3666 -1.4957 3.5748 0.2643 -0.0529 -0.0445
H 0.8019 -0.6101 -2.5484 0.2457 -0.3470 0.3401
H 0.7367 1.4166 -3.6206 -0.1951 -0.4619 -0.1623
H 1.7109 -1.5456 1.7962 -0.0351 0.4477 -0.1023
H 0.0203 2.7367 -2.8381 -0.5425 0.2711 -0.0703
H 2.1864 -1.1402 4.8121 -0.0795 0.2203 -0.0175
H 0.5151 -0.6309 2.8208 0.2338 0.3086 -0.3189
H 0.9104 -2.2612 3.1672 0.0731 -0.0070 -0.2365
H 2.6675 0.1325 3.6400 0.2727 -0.0863 0.3211
H -1.0639 -1.0072 1.3526 -0.0656 -0.4936 -0.1326
H -2.1073 2.1788 -1.2357 0.1172 0.0880 0.0285
H 0.6340 -1.8351 -0.3019 0.1048 -0.0498 0.0475
H -1.0410 1.6440 -3.8473 0.2700 0.5212 -0.3709
```
Forces are in eV/Å.

Properties
frontier orbital gap = 9.978 eV
total charge = 0
relative energy (zero: lowest compared OMol25 entry of this formula, charge and spin) = 0.516 eV
structure (SMILES) = Cc1ccccc1.CC